i) 17
Properties=species:S:1:pos:R:3 method="wB97M-V/def2-TZVPD" lumo_ev=0.799 e_homo_ev=-8.301
C -0.96697 1.78374 1.86055
C -0.55000 1.20831 0.67123
C 0.71433 0.27106 0.45622
N 1.66184 0.46079 -0.67767
C 1.52372 -0.78394 -1.19756
S 2.13045 -1.69291 -2.41259
C 0.35272 -1.17041 -0.13849
C -0.92459 -1.29839 -0.90601
H -1.96328 2.33780 1.95905
H -0.15370 1.89921 2.70132
H -1.50080 1.48339 -0.04743
H 1.04134 -0.06137 1.52858
H 2.00639 1.37536 -0.92923
H 0.62076 -2.00878 0.50639
H -1.27412 -2.16900 -1.38065
H -1.84041 -1.09570 -0.20089
H -0.87766 -0.53915 -1.79282

ii) 17
Properties=species:S:1:pos:R:3 method="wB97M-V/def2-TZVPD" lumo_ev=0.298 e_homo_ev=-8.984
C 1.08072 0.00976 1.77209
C -0.17125 -0.23870 1.02943
N -0.25594 -1.56825 0.49967
C -0.67927 -1.73802 -0.70489
C -1.10896 -0.73219 -1.63109
C -0.94268 0.56360 -1.37401
C -0.29092 1.12286 -0.18800
S 1.23494 1.99329 -0.68967
H 1.93156 -0.63232 1.39957
H 1.00716 -0.20806 2.76851
H 1.34325 0.96438 1.63596
H -1.13104 -0.08990 1.59432
H -0.66682 -2.76328 -1.03316
H -1.50900 -0.94837 -2.60590
H -1.13992 1.28679 -2.12548
H -0.86494 1.95953 0.32734
H 2.16309 1.01889 -0.67468

iii) 17
Properties=species:S:1:pos:R:3 method="wB97M-V/def2-TZVPD" lumo_ev=0.370 e_homo_ev=-9.212
C 1.90638 -1.28462 -0.30419
C 1.10972 0.02074 0.14435
C -0.36222 0.38203 0.00683
C -1.25722 -0.58425 -0.55435
C -0.84618 1.83822 0.06433
C -0.74231 3.10084 -0.05859
H 3.11453 -0.95392 -1.05811
H 0.91728 -1.90722 -0.55930
H 2.42676 -1.91029 0.97721
H 1.78327 0.93230 0.01260
H 0.10216 -0.93515 1.26985
H -1.71677 -0.25926 -1.55542
H -0.67823 -1.41715 -0.87189
H -2.44049 -0.40403 1.53072
H -0.61137 4.12903 -0.54938
N 0.22449 0.07195 1.36328
S -2.92981 -0.81922 0.14207

Least stable = iii)

i) 17
Properties=species:S:1:pos:R:3 method="wB97M-V/def2-TZVPD" lumo_ev=0.972 e_homo_ev=-8.825
C -1.60877 -1.88160 -0.07358
C -1.05806 -0.71326 -0.32027
C 0.05226 -0.03005 0.44139
C -0.07829 1.48427 0.60640
C 1.22987 2.01312 -0.06115
N 2.02060 1.11139 -0.45614
C 1.33358 -0.10350 -0.47383
S 2.36956 -1.40469 0.21784
H -2.34429 -2.24118 -0.74976
H -1.52865 -2.38769 0.86986
H -1.38603 -0.06340 -1.24082
H 0.16722 -0.42027 1.35306
H -0.14636 1.91496 1.55644
H -1.02761 2.04022 0.09012
H 1.53114 3.13426 -0.00494
H 1.28417 -0.46095 -1.58238
H 3.50696 -0.68458 0.19084

ii) 17
Properties=species:S:1:pos:R:3 method="wB97M-V/def2-TZVPD" lumo_ev=0.801 e_homo_ev=-7.963
N -1.80504 -1.57784 -0.49968
C -0.80541 -0.52108 -1.02387
C -0.83516 0.72636 -0.23477
C -0.02116 1.00849 0.95446
C 0.93826 -0.03176 1.33136
C 2.15175 -0.06633 0.66234
S 2.01839 0.88327 -0.80615
C 0.37772 1.51323 -0.43349
H -1.26973 -2.05290 0.41274
H -1.68137 -2.41195 -1.09944
H 0.06087 -1.13839 -1.17716
H -1.05254 -0.15826 -2.05897
H -1.83721 1.10077 -0.22114
H -0.44467 1.56029 1.87567
H 1.03740 -0.66825 2.25295
H 2.93334 -0.70602 0.67522
H 0.23455 2.54039 -0.61008

Least stable = ii)